The following is a DFT calculation (ωB97M-V/def2-TZVPD) of 12 unconnected molecules or ions with the total composition C48H72O36 at a distorted geometry.

Last columns: bonded neighbours and bond lengths (Å).
CARTESIAN COORDINATES (ANGSTROEM)
1 C -5.55508 -1.69102 -2.27711  H35 1.088, H48 1.095, C125 1.541, O127 1.400
2 H -2.25997 0.55973 -0.42353  C67 1.095
3 C -6.63115 2.04888 4.37379  C6 1.537, O11 1.441, H81 1.081, H99 1.094
4 C -1.32537 5.00147 5.05411  H41 1.092, O63 1.441, C141 1.494, C146 1.567
5 O -0.64756 -0.77314 -0.98958  C67 1.473, C94 1.362
6 C -6.65179 2.62607 2.94990  C3 1.537, O17 1.446, H120 1.097, C136 1.510
7 C -2.45347 1.76456 5.53507  H12 1.089, H22 1.086, O78 1.427, C87 1.523
8 O 0.26936 -1.93665 -8.92494  C82 1.362, C108 1.406
9 H -1.74512 -3.93969 -0.34879  C59 1.101
10 O 3.28125 -5.61373 -7.10237  C95 1.163
11 O -5.40230 1.29696 4.39603  C3 1.441, C43 1.363
12 H -3.35193 1.78191 6.15104  C7 1.089
13 H 3.42923 0.94088 4.03172  C149 1.096
14 C 1.83577 -1.63750 -5.77960  H26 1.096, H68 1.087, C73 1.508, H86 1.095
15 O 0.23988 -2.32037 3.36122  C33 1.326, C153 1.428
16 H 4.63692 -6.64263 -3.28483  C62 1.088
17 O -5.73259 1.76574 2.23861  C6 1.446, C43 1.359
18 H 3.72580 -0.30768 2.13259  C74 1.094
19 H -3.60682 -0.69814 -2.12611  C125 1.094
20 C 2.70401 5.18856 -6.35989  H56 1.096, H64 1.084, H101 1.094, C115 1.521
21 O -1.37159 -3.68175 3.67773  C33 1.106
22 H -2.56930 2.24163 4.56638  C7 1.086
23 C 3.69062 -4.75189 -3.81621  C62 1.533, H91 1.103, C137 1.499, O151 1.462
24 H -7.87198 2.76097 1.19660  C136 1.089
25 H -1.52990 6.83100 3.76506  C146 1.093
26 H 1.84825 -0.57211 -6.03579  C14 1.096
27 H 2.57917 -4.07451 5.46532  C98 1.089
28 H -2.10244 -1.11356 1.31903  C44 1.089
29 O 5.85002 3.08528 1.90113  C100 1.109
30 H 0.46512 6.10699 5.15426  C141 1.094
31 O 2.31625 -2.21157 -8.06777  C73 1.444, C82 1.329
32 C -2.74546 -0.66705 6.37766  C87 1.495, H132 1.093, H142 1.093, H154 1.093
33 C -0.48544 -3.16089 4.08544  O15 1.326, O21 1.106, O39 1.312
34 O 0.54493 4.14620 -2.53316  C47 1.168
35 H -5.04639 -2.59448 -2.60572  C1 1.088
36 H -8.63050 3.39450 2.65827  C136 1.088
37 H 3.04122 -2.68651 6.49675  C98 1.094
38 O 4.07128 2.64700 3.03891  C100 1.332, C149 1.474
39 O -0.00336 -3.27926 5.30036  C33 1.312, C152 1.454
40 H 5.92808 2.69249 -1.92114  C131 1.091
41 H -2.10398 4.54055 5.66514  C4 1.092
42 O -5.07062 0.52577 -2.81057  C77 1.326, C125 1.449
43 C -5.00013 1.03616 3.12041  O11 1.363, O17 1.359, O139 1.195
44 C -1.29803 -0.38161 1.26642  H28 1.089, C67 1.506, H121 1.084, H156 1.102
45 H 1.80883 -3.80964 7.05451  C98 1.085
46 H -1.96333 -5.47045 1.59445  C89 1.083
47 C 0.89228 3.98092 -3.63561  O34 1.168, O76 1.372, O92 1.341
48 H -6.12172 -1.98941 -1.38901  C1 1.095
49 H 5.66890 0.73856 -0.71865  C105 1.086
50 C 1.68976 2.98231 -5.53888  O76 1.440, H96 1.089, C115 1.523, H148 1.092
51 O 3.81578 -6.63201 -5.18762  C62 1.476, C95 1.357
52 H -1.12179 -4.67887 -1.75236  C59 1.090
53 C 4.16247 2.26098 -3.05925  H88 1.091, H130 1.091, C131 1.479, H138 1.088
54 H -5.81132 0.07050 -0.07166  C119 1.092
55 O 7.74535 0.06467 -4.31983  C70 1.154
56 H 3.48212 5.26714 -5.59155  C20 1.096
57 H 0.98323 -1.56532 6.07401  C152 1.088
58 O 6.64239 -0.14025 -2.41473  C70 1.349, C105 1.432
59 C -0.83560 -4.42911 -0.73019  H9 1.101, H52 1.090, O93 1.420, C145 1.549
60 O 0.97163 -0.75930 -2.57043  C94 1.174
61 O -6.17313 0.49554 -4.68428  C77 1.114
62 C 3.72485 -6.28362 -3.75598  H16 1.088, C23 1.533, O51 1.476, H129 1.097
63 O -0.68728 4.15140 4.08185  C4 1.441, C65 1.360
64 H 2.50254 6.18433 -6.73705  C20 1.084
65 C -1.42949 4.09643 2.94353  O63 1.360, O110 1.150, O122 1.356
66 H -1.93842 -6.90660 0.56713  C89 1.096
67 C -1.26313 0.23362 -0.10794  H2 1.095, O5 1.473, C44 1.506, C155 1.586
68 H 2.84163 -1.89836 -5.45911  C14 1.087
69 H -0.73249 -6.76863 1.83776  C89 1.086
70 C 7.00008 0.49322 -3.55075  O55 1.154, O58 1.349, O80 1.350
71 O -0.72531 0.18661 5.54835  C87 1.431, C126 1.361
72 H -0.24381 -1.00029 -7.12181  C108 1.095
73 C 1.41263 -2.46229 -6.96935  C14 1.508, O31 1.444, H83 1.087, C108 1.542
74 C 3.45343 0.70827 1.83139  H18 1.094, H104 1.087, C149 1.564, O150 1.463
75 H -8.47074 1.62035 2.37393  C136 1.092
76 O 1.01242 2.77829 -4.28517  C47 1.372, C50 1.440
77 C -5.87871 0.00825 -3.72617  O42 1.326, O61 1.114, O127 1.347
78 O -1.31886 2.21920 6.27168  C7 1.427, C126 1.355
79 H -2.46077 -0.10418 4.42195  C87 1.088
80 O 6.41983 1.70948 -3.62446  C70 1.350, C131 1.445
81 H -6.61578 2.77353 5.17623  C3 1.081
82 C 1.60371 -2.04480 -9.17736  O8 1.362, O31 1.329, O107 1.113
83 H 1.37282 -3.52217 -6.73039  C73 1.087
84 H 1.71583 -0.97024 4.04546  C153 1.096
85 H 1.14816 2.19456 2.40727  C97 1.090
86 H 1.17102 -1.67149 -4.91002  C14 1.095
87 C -2.14464 0.28081 5.38968  C7 1.523, C32 1.495, O71 1.431, H79 1.088
88 H 3.41792 2.42288 -2.27806  C53 1.091
89 C -1.31357 -6.19625 1.12092  H46 1.083, H66 1.096, H69 1.086, C145 1.488
90 H -3.08223 6.26044 4.44307  C146 1.084
91 H 4.73477 -4.40150 -3.76505  C23 1.103
92 O 1.04441 4.97709 -4.52023  C47 1.341, C115 1.426
93 O 0.28650 -3.56028 -0.77821  C59 1.420, C128 1.375
94 C 0.37624 -0.23239 -1.70710  O5 1.362, O60 1.174, O135 1.396
95 C 3.49735 -5.56352 -5.96084  O10 1.163, O51 1.357, O151 1.389
96 H 1.18942 2.40614 -6.31580  C50 1.089
97 C 1.73510 2.02464 3.31016  H85 1.090, H111 1.087, H123 1.100, C149 1.508
98 C 2.21723 -3.32859 6.17200  H27 1.089, H37 1.094, H45 1.085, C152 1.525
99 H -7.46126 1.34235 4.47001  C3 1.094
100 C 4.97870 2.42488 2.08958  O29 1.109, O38 1.332, O150 1.353
101 H 3.08071 4.56627 -7.17676  C20 1.094
102 H -0.71397 -2.64287 -7.16410  C108 1.096
103 O 0.71785 1.40579 6.67151  C126 1.142
104 H 2.68789 0.67272 1.06050  C74 1.087
105 C 5.55794 0.54948 -1.78229  H49 1.086, O58 1.432, H117 1.100, C131 1.543
106 H 1.84756 -4.24814 -2.86736  C137 1.095
107 O 2.03100 -2.05139 -10.20478  C82 1.113
108 C 0.06572 -1.96684 -7.53371  O8 1.406, H72 1.095, C73 1.542, H102 1.096
109 O 0.63676 -4.84058 1.01717  C128 1.356, C145 1.483
110 O -1.30868 3.27544 2.14738  C65 1.150
111 H 1.67295 2.95053 3.87528  C97 1.087
112 H 0.24693 -6.25858 -0.45567  C145 1.100
113 H -4.39657 1.03457 -0.43177  C119 1.091
114 H -0.87941 2.26152 -0.89351  C155 1.086
115 C 1.49520 4.47379 -5.77562  C20 1.521, C50 1.523, O92 1.426, H143 1.105
116 H 0.05082 1.87526 0.61110  C155 1.081
117 H 4.60334 0.01338 -1.88779  C105 1.100
118 O 1.78519 -2.91529 0.82674  C128 1.189
119 C -4.80924 0.02751 -0.50442  H54 1.092, H113 1.091, H124 1.098, C125 1.483
120 H -6.30006 3.66138 2.86426  C6 1.097
121 H -0.34191 -0.76311 1.60661  C44 1.084
122 O -2.28857 5.14469 2.89957  C65 1.356, C146 1.451
123 H 1.15235 1.26718 3.85487  C97 1.100
124 H -4.24296 -0.56575 0.22627  C119 1.098
125 C -4.65542 -0.50467 -1.88004  C1 1.541, H19 1.094, O42 1.449, C119 1.483
126 C -0.31871 1.30771 6.20346  O71 1.361, O78 1.355, O103 1.142
127 O -6.31274 -1.21087 -3.35177  C1 1.400, C77 1.347
128 C 0.97679 -3.67869 0.40556  O93 1.375, O109 1.356, O118 1.189
129 H 2.84537 -6.72004 -3.26655  C62 1.097
130 H 4.23436 3.18212 -3.63860  C53 1.091
131 C 5.49473 1.89795 -2.52999  H40 1.091, C53 1.479, O80 1.445, C105 1.543
132 H -2.49925 -1.68803 6.07501  C32 1.093
133 H 3.30363 -4.05268 -1.83992  C137 1.090
134 H -0.67567 6.48328 6.42964  C141 1.085
135 O 0.75282 0.99393 -1.15688  C94 1.396, C155 1.468
136 C -7.99856 2.59950 2.26653  C6 1.510, H24 1.089, H36 1.088, H75 1.092
137 C 2.89585 -3.93418 -2.84371  C23 1.499, H106 1.095, H133 1.090, H144 1.084
138 H 3.76929 1.43228 -3.64518  C53 1.088
139 O -4.11211 0.30263 2.80143  C43 1.195
140 H 0.29603 4.88734 6.37437  C141 1.088
141 C -0.25271 5.66791 5.85260  C4 1.494, H30 1.094, H134 1.085, H140 1.088
142 H -3.83677 -0.61214 6.39314  C32 1.093
143 H 0.68378 4.63133 -6.50869  C115 1.105
144 H 2.89337 -2.89145 -3.13938  C137 1.084
145 C -0.33924 -5.57991 0.18058  C59 1.549, C89 1.488, O109 1.483, H112 1.100
146 C -2.10342 5.95834 4.08703  C4 1.567, H25 1.093, H90 1.084, O122 1.451
147 H 2.32418 -2.52201 3.54235  C153 1.095
148 H 2.72627 2.64058 -5.57997  C50 1.092
149 C 3.14114 1.50775 3.13926  H13 1.096, O38 1.474, C74 1.564, C97 1.508
150 O 4.65320 1.36604 1.31244  C74 1.463, C100 1.353
151 O 3.17317 -4.47877 -5.15623  C23 1.462, C95 1.389
152 C 1.17951 -2.45327 5.47714  O39 1.454, H57 1.088, C98 1.525, C153 1.535
153 C 1.47016 -2.03771 4.02813  O15 1.428, H84 1.096, H147 1.095, C152 1.535
154 H -2.33578 -0.56168 7.38585  C32 1.093
155 C -0.34292 1.50653 -0.32591  C67 1.586, H114 1.086, H116 1.081, O135 1.468
156 H -1.57205 0.41853 1.97295  C44 1.102

* maximum force: 0.209 hartree/bohr
* multiplicity: 1
* relative energy (zero: lowest compared OMol25 entry of this formula, charge and spin): 4.563 eV
* LUMO level: -0.0109 hartree
* frontier orbital gap: 0.3760 Eh
* HOMO: -10.528 eV
* SMILES: C[C@H]1COC(=O)O1.C[C@H]1COC(=O)O1.C[C@H]1COC(=O)O1.C[C@H]1COC(=O)O1.C[C@H]1COC(=O)O1.C[C@H]1COC(=O)O1.C[C@H]1COC(=O)O1.C[C@H]1COC(=O)O1.C[C@H]1COC(=O)O1.C[C@H]1COC(=O)O1.C[C@H]1COC(=O)O1.C[C@H]1COC(=O)O1
* calculated total energy: -4580.9840 hartree

Atomic partial charges in e from the Löwdin method, atoms 1 to 4: atom 1 (C): -0.101, atom 2 (H): 0.115, atom 3 (C): -0.058, atom 4 (C): -0.321

***

The following is a DFT calculation (ωB97M-V/def2-TZVPD) of a gas-phase ion, C2H6N3O (charge +1) at a distorted geometry.

Last columns: bonded neighbours and bond lengths (Å).
CARTESIAN COORDINATES (ANGSTROEM)
1 O -1.59760 -1.28487 -0.21872  N4 1.602, C9 1.369
2 N -2.34166 0.80297 0.19705  C3 1.394, N4 1.174
3 C -1.09902 0.97473 -0.41092  N2 1.394, H6 1.109, C9 1.612, H11 1.178
4 N -2.72120 -0.29690 0.35309  O1 1.602, N2 1.174
5 N 0.61609 -0.77770 0.57618  H7 1.076, H8 0.996, C9 1.593, H12 1.083
6 H -1.31495 1.44163 -1.39293  C3 1.109
7 H 1.00094 0.04162 1.15826  N5 1.076
8 H 1.21742 -1.41774 0.10651  N5 0.996
9 C -0.50525 -0.51912 -0.52468  O1 1.369, C3 1.612, N5 1.593, H10 1.072
10 H -0.13334 -0.87237 -1.46633  C9 1.072
11 H -0.54589 1.85757 0.13810  C3 1.178
12 H -0.07161 -1.37362 1.16324  N5 1.083

* maximum force: 0.073 hartree/bohr
* multiplicity: 1
* relative energy (zero: lowest compared OMol25 entry of this formula, charge and spin): 4.181 eV
* LUMO level: -0.1449 hartree
* frontier orbital gap: 0.4346 Eh
* HOMO: -15.769 eV
* total charge: +1
* SMILES: [NH3+][C@@H]1CN=NO1
* calculated total energy: -318.9487 hartree

Atomic partial charges in e from the natural (NBO) method, atoms 1 to 4: atom 1 (O): -0.472, atom 2 (N): -0.075, atom 3 (C): -0.355, atom 4 (N): 0.255